1) A molecular structure, C42H43N5Sb2V. Source: the Open Molecules 2025 dataset; level of theory: ωB97M-V/def2-TZVPD.

Geometry (Å):
V1 0.163 -0.009 -0.317
C1 -2.679 1.229 4.104
C2 -1.502 1.967 4.051
C3 -0.467 1.570 3.228
C4 -0.618 0.452 2.395
C5 -1.801 -0.291 2.460
C6 -2.814 0.090 3.324
N1 0.376 0.105 1.485
C7 1.676 0.090 1.888
C8 2.142 -0.099 3.195
C9 3.499 -0.061 3.440
C10 4.421 0.155 2.408
C11 3.996 0.315 1.108
C12 2.621 0.275 0.839
N2 2.045 0.394 -0.387
N3 2.731 0.498 -1.443
C13 1.961 0.569 -2.559
C14 2.542 0.753 -3.823
C15 1.710 0.904 -4.911
C16 0.331 0.909 -4.704
C17 -0.163 0.708 -3.430
N4 0.619 0.503 -2.367
H1 -3.472 1.528 4.771
H2 -1.390 2.851 4.658
H3 0.473 2.101 3.238
H4 -1.858 -1.223 1.906
H5 -3.710 -0.507 3.400
H6 1.436 -0.296 3.990
H7 3.866 -0.200 4.445
H8 5.475 0.166 2.633
H9 4.685 0.470 0.293
H10 3.617 0.807 -3.907
H11 2.120 1.040 -5.899
H12 -0.350 1.063 -5.526
H13 -1.235 0.725 -3.260
C18 -4.112 -1.035 0.245
Sb1 -2.534 -0.184 -0.951
C19 -2.985 -1.253 -2.778
C20 -3.548 1.726 -1.397
C21 -3.663 2.589 -0.198
C22 -4.762 2.409 0.641
C23 -4.933 3.171 1.780
C24 -3.984 4.127 2.121
C25 -2.890 4.322 1.304
C26 -2.716 3.588 0.128
C27 -1.569 3.917 -0.733
Sb2 0.268 2.754 -0.242
C28 1.549 3.599 -1.744
C29 1.153 3.888 1.364
H14 -4.989 -1.099 -0.397
H15 -4.327 -0.381 1.086
H16 -3.865 -2.031 0.605
H17 -3.571 -0.613 -3.436
H18 -3.582 -2.125 -2.524
H19 -2.082 -1.579 -3.291
H20 -4.533 1.396 -1.729
H21 -3.030 2.196 -2.232
H22 -5.521 1.691 0.364
H23 -5.813 3.041 2.387
H24 -4.117 4.732 3.001
H25 -2.174 5.093 1.544
H26 -1.229 4.938 -0.579
H27 -1.744 3.758 -1.796
H28 1.538 4.681 -1.623
H29 1.212 3.348 -2.748
H30 2.566 3.237 -1.596
H31 1.546 4.804 0.926
H32 1.977 3.331 1.811
H33 0.417 4.139 2.125
N5 0.436 -1.647 -0.633
C30 1.033 -2.758 -0.635
C31 2.531 -2.675 -0.592
C32 3.176 -2.981 0.603
C33 4.561 -2.983 0.646
C34 5.297 -2.710 -0.498
C35 4.647 -2.416 -1.686
C36 3.261 -2.376 -1.737
C37 0.461 -4.088 -0.596
C38 -0.844 -4.294 -0.113
C39 -1.323 -5.578 0.033
C40 -0.535 -6.664 -0.338
C41 0.740 -6.471 -0.856
C42 1.244 -5.193 -0.976
H34 2.605 -3.243 1.483
H35 5.065 -3.242 1.565
H36 6.375 -2.762 -0.459
H37 5.212 -2.255 -2.589
H38 2.747 -2.187 -2.669
H39 -1.435 -3.438 0.201
H40 -2.308 -5.746 0.442
H41 -0.921 -7.664 -0.229
H42 1.340 -7.317 -1.158
H43 2.235 -5.036 -1.374

Calculated values
Gap between HOMO and LUMO (alpha / beta)   5.2753 / 5.2609 eV
Net charge   +3

***

2) A molecular structure, C42H43N5Sb2V. Source: the Open Molecules 2025 dataset; level of theory: ωB97M-V/def2-TZVPD.

Geometry (Å):
V1 -0.646 -0.103 -0.782
C1 -0.484 -5.365 0.222
C2 0.131 -4.884 -0.929
C3 -0.210 -3.641 -1.439
C4 -1.164 -2.882 -0.773
C5 -1.789 -3.352 0.373
C6 -1.449 -4.604 0.867
N1 -1.541 -1.582 -1.277
C7 -2.422 -1.495 -2.373
C8 -2.852 -2.589 -3.117
C9 -3.649 -2.372 -4.228
C10 -4.016 -1.082 -4.601
C11 -3.612 0.009 -3.848
C12 -2.828 -0.206 -2.725
N2 -2.391 0.859 -1.851
N3 -3.177 1.818 -1.905
C13 -2.992 3.067 -1.280
C14 -4.174 3.783 -1.132
C15 -4.100 5.088 -0.667
C16 -2.846 5.633 -0.463
C17 -1.724 4.837 -0.674
N4 -1.779 3.556 -1.032
H1 -0.223 -6.343 0.605
H2 0.868 -5.489 -1.441
H3 0.251 -3.265 -2.345
H4 -2.566 -2.762 0.846
H5 -1.947 -4.990 1.747
H6 -2.572 -3.592 -2.825
H7 -3.985 -3.217 -4.814
H8 -4.627 -0.926 -5.479
H9 -3.900 1.013 -4.125
H10 -5.114 3.325 -1.409
H11 -4.997 5.676 -0.523
H12 -2.722 6.666 -0.166
H13 -0.736 5.269 -0.565
C18 -1.345 -0.888 3.203
Sb1 -1.767 0.405 1.594
C19 -3.873 0.285 1.396
C20 -1.386 2.336 2.431
C21 -0.004 2.363 3.015
C22 0.202 1.864 4.299
C23 1.468 1.833 4.862
C24 2.551 2.310 4.139
C25 2.354 2.835 2.872
C26 1.086 2.877 2.295
C27 0.901 3.561 0.974
Sb2 0.919 2.272 -0.749
C28 1.108 3.562 -2.418
C29 2.961 1.732 -0.511
H14 -1.965 -0.574 4.042
H15 -0.297 -0.810 3.472
H16 -1.598 -1.910 2.927
H17 -4.317 0.314 2.390
H18 -4.155 -0.640 0.897
H19 -4.235 1.133 0.816
H20 -2.162 2.458 3.189
H21 -1.553 3.075 1.650
H22 -0.647 1.520 4.880
H23 1.603 1.462 5.869
H24 3.541 2.309 4.575
H25 3.195 3.260 2.336
H26 1.755 4.206 0.758
H27 0.009 4.177 0.961
H28 1.569 4.493 -2.089
H29 0.140 3.762 -2.864
H30 1.766 3.089 -3.145
H31 3.544 2.652 -0.464
H32 3.322 1.138 -1.349
H33 3.094 1.185 0.422
N5 0.861 -0.702 -0.354
C30 2.011 -1.355 -0.219
C31 2.754 -1.688 -1.407
C32 2.511 -1.021 -2.626
C33 3.199 -1.377 -3.762
C34 4.126 -2.421 -3.711
C35 4.358 -3.108 -2.525
C36 3.678 -2.749 -1.377
C37 2.453 -1.742 1.109
C38 3.798 -1.591 1.478
C39 4.200 -1.955 2.749
C40 3.281 -2.505 3.637
C41 1.950 -2.674 3.267
C42 1.529 -2.272 2.015
H34 1.807 -0.198 -2.663
H35 3.031 -0.851 -4.691
H36 4.664 -2.702 -4.607
H37 5.063 -3.928 -2.502
H38 3.826 -3.310 -0.465
H39 4.505 -1.156 0.784
H40 5.230 -1.820 3.049
H41 3.607 -2.812 4.623
H42 1.252 -3.131 3.957
H43 0.507 -2.433 1.694

Calculated values
Gap between HOMO and LUMO (alpha / beta)   5.5580 / 5.5511 eV
Net charge   +3

***

Energies relative to the most stable structure are 1) 0.0000; 2) 0.0185, reported in hartree.

***

1) A molecular structure, C27H35ClN3O4RuS2. Source: the Open Molecules 2025 dataset; level of theory: ωB97M-V/def2-TZVPD.

Geometry (Å):
Ru1 -1.016 0.073 0.425
O1 -0.578 1.766 1.928
C1 0.256 2.933 1.670
C2 1.734 2.588 1.647
C3 2.045 1.307 0.871
C4 1.578 1.205 -0.552
C5 2.258 1.890 -1.549
C6 1.926 1.715 -2.878
C7 0.920 0.815 -3.197
C8 0.250 0.188 -2.173
N1 0.547 0.388 -0.873
H1 -0.197 1.279 2.673
H2 0.032 3.683 2.427
H3 -0.073 3.305 0.709
H4 2.103 2.430 2.665
H5 2.275 3.453 1.258
H6 1.614 0.484 1.425
H7 3.124 1.137 0.870
H8 3.071 2.544 -1.261
H9 2.454 2.254 -3.653
H10 0.642 0.610 -4.221
H11 -0.563 -0.498 -2.362
O2 0.015 -0.762 2.087
S1 0.805 -2.097 1.941
C9 2.448 -1.724 2.475
C10 2.704 -1.156 3.718
C11 4.011 -0.846 4.046
C12 5.040 -1.117 3.146
C13 4.771 -1.694 1.914
C14 3.461 -1.998 1.566
C15 0.180 -3.087 3.271
C16 -0.501 -2.518 4.337
C17 -0.938 -3.346 5.359
C18 -0.693 -4.713 5.305
C19 -0.017 -5.266 4.225
C20 0.421 -4.452 3.192
H12 1.899 -0.975 4.420
H13 4.237 -0.409 5.009
H14 6.061 -0.882 3.416
H15 5.576 -1.911 1.225
H16 3.231 -2.443 0.606
H17 -0.687 -1.452 4.365
H18 -1.467 -2.924 6.203
H19 -1.034 -5.351 6.109
H20 0.165 -6.331 4.184
H21 0.942 -4.874 2.341
Cl1 -4.988 1.952 -1.721
C21 -3.327 2.506 -2.030
C22 -2.346 1.815 -1.121
O3 -2.431 0.535 -0.987
O4 -1.461 2.417 -0.519
H22 -3.278 3.578 -1.873
H23 -3.084 2.275 -3.066
C23 -5.102 -2.067 1.358
N2 -3.884 -1.438 0.828
C24 -3.240 -0.516 1.749
C25 -3.245 -1.916 -0.252
S2 -1.476 -2.055 -0.245
N3 -3.919 -2.361 -1.289
C26 -5.297 -1.930 -1.562
C27 -3.286 -3.111 -2.379
H24 -4.927 -2.302 2.408
H25 -5.297 -2.998 0.837
H26 -5.967 -1.410 1.278
H27 -4.019 -0.026 2.332
H28 -2.808 0.364 1.225
H29 -2.529 -1.000 2.419
H30 -5.493 -0.994 -1.047
H31 -6.026 -2.687 -1.278
H32 -5.373 -1.758 -2.634
H33 -2.453 -3.701 -2.016
H34 -2.946 -2.422 -3.153
H35 -4.033 -3.779 -2.800

Calculated values
Gap between HOMO and LUMO (alpha / beta)   8.2712 / 7.7596 eV
Net charge   +2
⟨S²⟩   0.7561
Multiplicity   2

***

2) A molecular structure, C27H35ClN3O4RuS2. Source: the Open Molecules 2025 dataset; level of theory: ωB97M-V/def2-TZVPD.

Geometry (Å):
Ru1 -1.036 0.254 0.606
O1 1.031 0.691 0.913
C1 2.074 0.429 -0.059
C2 2.436 -1.040 -0.122
C3 1.225 -1.967 -0.308
C4 0.358 -1.547 -1.461
C5 0.616 -2.046 -2.733
C6 -0.121 -1.617 -3.819
C7 -1.126 -0.684 -3.606
C8 -1.343 -0.231 -2.324
N1 -0.626 -0.644 -1.262
H1 1.358 0.561 1.819
H2 2.937 1.042 0.200
H3 1.667 0.792 -1.002
H4 2.963 -1.335 0.788
H5 3.142 -1.166 -0.947
H6 0.646 -2.006 0.611
H7 1.590 -2.976 -0.497
H8 1.411 -2.770 -2.854
H9 0.083 -1.998 -4.810
H10 -1.731 -0.304 -4.418
H11 -2.104 0.507 -2.118
O2 -1.046 1.934 -0.527
S1 -1.935 3.177 -0.198
C9 -1.541 3.650 1.453
C10 -0.233 3.933 1.832
C11 0.016 4.253 3.153
C12 -1.035 4.302 4.068
C13 -2.334 4.026 3.674
C14 -2.596 3.688 2.353
C15 -1.162 4.445 -1.166
C16 0.086 4.259 -1.737
C17 0.640 5.303 -2.464
C18 -0.050 6.500 -2.605
C19 -1.304 6.663 -2.031
C20 -1.875 5.628 -1.310
H12 0.569 3.914 1.103
H13 1.023 4.484 3.473
H14 -0.832 4.570 5.096
H15 -3.144 4.075 4.389
H16 -3.603 3.458 2.028
H17 0.605 3.317 -1.624
H18 1.612 5.181 -2.922
H19 0.390 7.309 -3.173
H20 -1.841 7.594 -2.151
H21 -2.856 5.744 -0.863
Cl1 1.356 -0.177 4.318
C21 -0.397 -0.556 4.369
C22 -0.874 -0.285 2.978
O3 -1.261 0.856 2.620
O4 -0.753 -1.170 2.061
H22 -0.866 0.110 5.085
H23 -0.511 -1.599 4.645
C23 -3.349 -3.048 -2.057
N2 -3.349 -2.331 -0.781
C24 -2.611 -3.009 0.281
C25 -3.860 -1.109 -0.645
S2 -3.313 -0.022 0.616
N3 -4.877 -0.714 -1.411
C26 -5.891 -1.652 -1.911
C27 -5.246 0.694 -1.568
H24 -2.337 -3.420 -2.225
H25 -3.610 -2.378 -2.870
H26 -4.032 -3.898 -2.044
H27 -2.903 -4.058 0.276
H28 -2.845 -2.575 1.247
H29 -1.535 -2.942 0.110
H30 -5.805 -2.606 -1.401
H31 -5.813 -1.797 -2.988
H32 -6.869 -1.229 -1.687
H33 -4.377 1.334 -1.452
H34 -6.002 0.980 -0.835
H35 -5.657 0.823 -2.568

Calculated values
Gap between HOMO and LUMO (alpha / beta)   8.9147 / 7.5056 eV
Net charge   +2
⟨S²⟩   0.7547
Multiplicity   2

***

Energies relative to the most stable structure are 1) 0.0567; 2) 0.0000, reported in hartree.